# 1
{
  "formula": "C28H38Cl4F18O12",
  "method": "ωB97M-V with the def2-TZVPD basis set",
  "symbols": ["Cl", "Cl", "Cl", "Cl", "F", "F", "F", "F", "F", "F", "F", "F", "F", "F", "F", "F", "F", "F", "F", "F", "F", "F", "O", "O", "O", "O", "O", "O", "O", "O", "O", "O", "O", "O", "C", "C", "C", "C", "C", "C", "C", "C", "C", "C", "C", "C", "C", "C", "C", "C", "C", "C", "C", "C", "C", "C", "C", "C", "C", "C", "C", "C", "H", "H", "H", "H", "H", "H", "H", "H", "H", "H", "H", "H", "H", "H", "H", "H", "H", "H", "H", "H", "H", "H", "H", "H", "H", "H", "H", "H", "H", "H", "H", "H", "H", "H", "H", "H", "H", "H"],
  "coordinates": [[2.76653, 3.43195, -2.29415], [-0.30561, -0.44459, -0.67759], [2.76492, 2.39123, 0.93265], [-2.23500, 3.33269, 0.07220], [5.40765, -4.65727, -1.95799], [-5.84267, 2.89913, 1.58899], [0.93159, 0.36153, -3.15271], [1.91712, 9.43645, -2.97446], [-5.69739, 0.72302, 1.36133], [0.48698, 0.09268, -5.27707], [-5.14773, -2.89203, -1.35978], [6.36750, -2.93675, -0.96172], [1.03549, 7.68219, -3.96572], [3.11880, 8.23083, -4.26818], [1.95500, 1.52639, -4.72289], [-7.04030, 1.49737, 2.82057], [2.76793, -0.30101, 2.52061], [5.86793, -4.63989, 0.17776], [-4.39996, -0.91032, -1.05591], [-3.02835, -2.51203, -1.59686], [2.18716, -0.12854, 4.60297], [2.50455, -2.08466, 3.73095], [3.66220, 7.03177, -1.95879], [-3.12695, -1.85115, 1.27306], [-0.04820, 0.09656, 2.76783], [3.13657, -3.58207, -1.43649], [0.00032, -2.08322, 3.27910], [-4.65952, -3.47510, 1.08359], [2.20235, -1.79318, -5.20559], [3.43598, -0.77258, -3.66298], [1.45414, 6.85066, -1.52664], [-4.67301, 2.51494, 4.16877], [3.90628, -2.58443, 0.40195], [-3.86703, 0.70477, 3.10099], [2.48404, -0.77586, -4.40496], [0.55105, -0.89260, 3.09291], [1.52554, 6.00727, -0.41677], [4.38054, -2.52522, -6.23877], [2.05866, -0.84356, 3.48478], [4.06577, -3.30777, -0.54385], [3.79374, 2.14278, -1.63115], [1.29001, 6.81319, 0.88836], [-4.10801, -2.19506, -0.88425], [-0.92970, 2.20443, -0.39779], [1.79343, -3.12314, -1.20997], [2.99874, 1.44776, -0.52035], [2.51182, 7.29316, -2.17110], [2.12062, 8.17267, -3.39336], [-1.25882, 0.79534, 0.08189], [-1.39741, -2.24898, 3.03632], [3.18178, -2.84398, -5.35365], [-4.76980, 1.67733, 3.32003], [-6.00606, -3.14182, 2.99340], [1.44987, 0.35650, -4.38008], [-3.85584, -2.50053, 0.58544], [5.45179, -3.89234, -0.87025], [-5.87563, 1.74022, 2.22081], [0.88702, -3.85260, -2.16090], [-4.68623, -3.75160, 2.49199], [-3.08704, -0.23170, 5.17848], [-2.74983, 0.68648, 4.01580], [-1.74516, -3.66552, 3.38036], [4.75595, 2.53796, -1.31043], [3.51953, 0.51991, -0.28047], [1.99863, 1.20056, -0.87143], [2.43578, 5.41248, -0.42055], [1.16799, -3.71382, -3.20631], [1.47624, -3.38855, -0.20233], [0.01519, 2.59274, -0.02029], [-1.95851, -1.57130, 3.68274], [-0.11376, -3.43122, -2.05728], [-2.38713, 1.65987, 4.33248], [-4.61020, -4.83373, 2.59718], [0.64532, 5.36497, -0.48483], [-2.38562, -0.23435, 6.01457], [-3.95406, 0.17237, 5.71294], [-2.27454, 0.57295, -0.24210], [-1.68982, -2.08832, 1.99855], [-0.85581, 2.21060, -1.48436], [0.90795, -4.92190, -1.95105], [-2.00486, 0.15573, 3.42236], [4.92875, -3.45968, -6.37796], [4.12789, -2.19163, -7.24455], [5.09770, -1.84079, -5.78817], [0.41562, 7.46597, 0.88801], [-3.78721, -3.32844, 2.94348], [-3.34814, -1.24206, 4.86803], [3.54072, -3.24723, -4.40595], [4.02716, 1.44847, -2.43711], [-6.31955, -2.36930, 2.29758], [-5.67630, -2.72540, 3.94645], [2.58531, -3.65069, -5.77654], [-1.65165, -4.02833, 4.40637], [1.85224, -2.06940, -1.48468], [-6.78452, -3.89748, 3.05592], [-1.16115, 0.63885, 1.15382], [2.05739, 7.59761, 0.89807], [1.38374, 6.30273, 1.84360], [-1.09269, -4.33592, 2.81366], [-2.76377, -3.98443, 3.14943]],
  "forces_ev_per_a": [[0.159, 0.345, -0.298], [0.916, -0.746, -0.338], [0.116, 0.574, 0.488], [0.133, -0.133, 0.075], [0.441, 0.199, -0.067], [-0.432, -0.160, 0.031], [-0.039, 0.614, -0.193], [-0.473, -0.113, -0.095], [-0.036, 0.410, -0.532], [-0.347, 0.044, 0.347], [0.224, -0.057, 0.024], [-0.133, 0.299, -0.822], [-0.354, 0.272, -0.465], [-0.164, -0.296, -0.138], [0.351, 0.202, 0.545], [-0.563, 0.734, -0.102], [0.271, 0.161, -0.153], [-0.463, -0.268, -0.363], [0.352, 0.165, 0.166], [0.179, 0.118, -0.089], [0.082, 0.179, 0.018], [0.212, 0.309, -0.065], [-0.228, 0.145, 0.259], [-0.891, 0.701, -1.247], [0.640, 0.002, -0.077], [0.715, -1.375, -0.412], [1.324, 0.012, 0.073], [0.995, 0.236, -2.233], [-0.285, 0.777, -0.312], [-0.261, 0.587, -0.114], [-0.759, 1.222, -1.219], [-0.523, -0.114, 0.080], [0.270, -0.372, 0.080], [-0.997, 0.858, 0.107], [1.528, -1.179, 0.637], [-0.763, -0.091, 0.362], [-1.046, -0.654, 2.330], [0.058, -0.166, -0.031], [-0.816, -1.073, 0.050], [-0.687, 1.457, 0.314], [-0.330, -0.294, 0.427], [1.405, 1.536, -0.674], [-0.734, -0.558, -0.653], [0.476, -0.304, -0.273], [0.148, 0.060, -0.621], [0.547, -0.702, -1.113], [1.014, -0.597, -0.228], [0.597, 0.091, 1.019], [-1.323, 0.722, 0.303], [-0.499, -0.221, 0.624], [0.275, -0.790, -0.210], [1.317, 0.474, -0.422], [1.354, -0.546, 0.309], [-0.479, -1.040, -1.195], [-1.644, -0.964, 2.218], [0.053, -0.583, 1.113], [1.095, -1.650, 0.928], [0.045, -0.027, -0.460], [-0.887, 0.816, -0.547], [-1.142, 0.942, 1.138], [0.560, -1.702, 0.030], [0.640, -1.971, 0.159], [-0.239, 0.298, 0.275], [-0.070, 0.015, 0.287], [0.150, -0.091, -0.166], [0.006, 0.167, 0.117], [0.145, 0.063, 0.043], [0.279, 0.719, 0.217], [-0.084, -0.071, 0.247], [0.360, -0.169, -0.424], [-0.100, -0.248, 0.120], [-0.349, 0.146, -0.229], [-0.185, -0.024, -0.077], [0.289, -0.329, -0.460], [0.654, -0.201, -0.537], [-0.304, -0.059, -0.311], [-0.105, 0.106, 0.300], [1.395, 0.268, 0.781], [-0.179, 0.047, -0.010], [-0.257, 0.017, 0.023], [-0.017, 0.912, 0.075], [-0.072, -0.090, 0.085], [-0.247, 0.179, 0.122], [-0.249, 0.187, 0.091], [-0.540, -0.724, -0.261], [-1.835, 0.681, -0.333], [0.116, 0.023, 0.020], [-0.173, 0.560, 0.333], [-0.352, -0.154, 0.029], [0.017, 0.203, 0.197], [-1.062, 0.170, 0.250], [0.029, 0.102, -0.264], [0.415, 0.732, 0.313], [-0.472, 0.180, 0.760], [-0.058, 0.137, 0.316], [-0.122, 0.373, -0.207], [0.370, -0.214, 0.210], [-0.143, -0.487, -0.296], [0.028, -0.002, -0.109], [1.765, 0.063, -0.026]],
  "lowdin_charge": [0.627, 0.695, 0.616, 0.571, 0.172, 0.195, 0.112, 0.155, 0.144, 0.163, 0.170, 0.182, 0.184, 0.173, 0.173, 0.170, 0.163, 0.149, 0.185, 0.167, 0.177, 0.162, 0.160, 0.116, 0.108, 0.023, 0.058, 0.022, 0.034, 0.143, 0.026, 0.165, 0.161, 0.015, -0.376, -0.346, -0.236, -0.054, -0.553, -0.392, -0.596, -0.045, -0.550, -0.633, -0.215, -0.691, -0.396, -0.554, -0.662, -0.196, -0.195, -0.371, -0.013, -0.559, -0.308, -0.541, -0.550, -0.047, -0.194, -0.051, -0.186, -0.047, 0.078, 0.074, 0.006, 0.075, 0.071, 0.133, 0.033, 0.081, 0.072, 0.139, 0.139, 0.112, 0.093, 0.085, 0.049, 0.090, 0.066, 0.088, 0.068, 0.083, 0.082, 0.079, 0.077, 0.051, 0.066, 0.114, 0.053, 0.084, 0.078, 0.126, 0.097, 0.093, 0.079, 0.037, 0.075, 0.076, 0.098, 0.025],
  "smiles": "CCOC(=O)C(F)(F)F.CCOC(=O)C(F)(F)F.CCOC(=O)C(F)(F)F.CCOC(=O)C(F)(F)F.CCOC(=O)C(F)(F)F.CCOC(=O)C(F)(F)F.ClCCCl.ClCCCl",
  "total_energy_ha": -5630.98815,
  "e_above_lowest_kj_mol": 234.4,
  "largest_force_ev_per_a": 2.92,
  "charge": 0,
  "gap_ev": 10.7849
}

# 2
{
  "formula": "C9H10BrN4",
  "method": "ωB97M-V with the def2-TZVPD basis set",
  "symbols": ["Br", "N", "N", "N", "N", "C", "C", "C", "C", "C", "C", "C", "C", "C", "H", "H", "H", "H", "H", "H", "H", "H", "H", "H"],
  "coordinates": [[-2.44729, 1.55355, 2.00393], [1.08491, -1.02632, 1.14538], [-0.44308, -2.84473, 1.00874], [-2.44318, -2.49766, -0.21416], [0.57733, 1.05977, 0.42909], [-1.24405, -2.10864, 0.17531], [0.27213, -0.25405, 0.47568], [0.66634, -2.27220, 1.39234], [1.69367, 1.25571, -1.85043], [-2.16917, 1.32137, 0.06317], [-1.84209, 0.19441, -0.42594], [1.30377, 1.91187, -0.57689], [1.97313, 1.53205, 0.61540], [-0.92927, -0.81235, -0.03950], [-2.75016, 2.06277, -0.37223], [1.26105, -2.88002, 1.94482], [2.19023, 2.20546, 1.43845], [-2.61190, -3.47868, 0.05820], [0.93211, 0.72981, -2.44394], [-3.11895, -1.81140, -0.40852], [0.73044, 2.79432, -0.74819], [2.65991, 0.74166, 0.39489], [2.55427, 0.60588, -1.56817], [2.09985, 2.01740, -2.49742]],
  "forces_ev_per_a": [[0.384, -0.436, -1.193], [0.568, -0.718, 0.943], [-2.049, -0.325, -1.876], [1.703, -3.172, 0.984], [0.893, 0.222, 0.063], [-0.370, -2.559, 2.202], [2.057, 0.645, 0.026], [-1.217, 1.746, -1.616], [1.415, -0.728, -0.158], [-2.039, 0.930, 1.848], [2.673, -3.647, 2.000], [-2.849, -0.331, -2.002], [-0.100, -0.327, 1.458], [-1.164, 6.316, -2.614], [-0.221, 1.667, -1.218], [2.032, -1.543, 1.707], [-0.181, -0.164, -0.056], [-0.770, 0.919, -0.362], [0.053, 0.111, 0.548], [-1.115, 0.408, -0.601], [0.157, 1.011, 0.458], [0.675, -0.225, 0.603], [-0.734, -0.077, -0.820], [0.196, 0.279, -0.327]],
  "lowdin_charge": [0.755, 0.182, 0.174, 0.241, 0.053, -0.309, -0.292, -0.113, -0.025, -0.426, 0.061, -0.260, -0.029, -0.101, 0.044, 0.102, 0.138, 0.163, 0.094, 0.109, 0.140, 0.109, 0.102, 0.088],
  "smiles": "C[C@@H]1C/[N+]1=C1\\N=CN=C(N)C1=C=CBr",
  "total_energy_ha": -3141.58243,
  "e_above_lowest_kj_mol": 255.1,
  "largest_force_ev_per_a": 6.93,
  "charge": 1,
  "gap_ev": 6.8626
}